Entry 1:
This record from OMol25 describes a 6-piece molecular cluster, C30H45NO16 overall at a distorted geometry. The level of theory is ωB97M-V/def2-TZVPD.

Computed properties:
total charge = 0
multiplicity = 1
E_tot = -66091.25039 eV
maximum force = 1.61 eV/Å
LUMO energy = 0.338 eV
E_HOMO = -0.336 Ha
SMILES = CO[C@@H](CN)Cc1ccccc1.C[C@@H]1COC(=O)O1.C[C@@H]1COC(=O)O1.C[C@@H]1COC(=O)O1.C[C@@H]1COC(=O)O1.C[C@@H]1COC(=O)O1

```
92
C30H45NO16, DFT ωB97M-V/def2-TZVPD
O -5.33 7.23 -1.87
O -1.24 -4.93 -2.95
O -3.14 7.07 -2.38
O 1.40 -5.34 1.18
O -1.23 -2.74 -2.40
O -4.17 9.08 -2.36
O 3.17 0.50 4.09
O 0.14 -3.47 -4.01
O -2.35 3.04 -1.21
O -3.84 3.75 0.31
O 4.23 -3.75 -2.32
O 0.14 -7.08 1.79
O 2.30 -7.41 1.26
O 3.68 -2.32 -0.70
O -3.79 1.57 -0.28
O 4.64 -1.55 -2.58
N 6.30 -0.07 3.07
C 1.41 -0.89 2.38
C -3.37 2.68 -0.39
C -1.34 -0.47 2.53
C -0.61 -5.90 2.12
C -2.92 4.83 0.09
C 1.37 -6.68 1.40
C -7.62 8.07 -1.75
C -0.32 -1.67 -2.70
C 0.67 -1.34 3.44
C -2.09 -6.10 1.89
C 5.10 -0.86 3.42
C 3.24 -5.83 -1.55
C 4.23 -2.45 -1.93
C 0.72 -0.21 1.40
C -2.35 4.49 -1.26
C 3.92 -4.55 -1.16
C 3.08 -3.58 -0.36
C 2.88 -1.17 2.28
C -6.16 8.35 -1.49
C 1.53 -1.52 -4.43
C -0.82 -3.82 -3.11
C 0.15 -2.04 -4.08
C -0.68 -1.14 3.54
C -0.62 0.02 1.47
C -4.12 7.73 -2.22
C -5.56 9.45 -2.32
C 3.80 -0.15 3.00
C 0.03 -4.88 1.21
C 2.93 1.87 3.88
C -0.96 5.02 -1.52
H -0.55 4.57 -2.42
H -0.42 -5.67 3.17
H -0.98 6.10 -1.63
H -3.44 5.78 0.10
H -0.83 -0.71 -2.66
H -0.02 -3.87 1.61
H -6.00 8.53 -0.42
H 6.23 0.21 2.09
H -5.68 10.44 -1.88
H 5.14 -1.80 2.85
H -1.27 -1.52 4.37
H -7.80 7.93 -2.82
H 4.11 0.60 2.25
H 2.03 -3.55 -0.68
H 7.09 -0.72 3.08
H 3.12 -3.75 0.71
H -2.17 4.81 0.88
H 2.24 -1.78 -3.65
H -2.30 -6.28 0.83
H 1.89 -1.98 -5.35
H -2.44 -6.97 2.44
H 2.65 2.12 2.86
H 0.48 -1.68 -1.95
H -2.65 -5.23 2.21
H 2.27 -5.63 -2.03
H 3.08 -6.46 -0.69
H 3.17 -1.22 1.23
H 4.86 -4.77 -0.65
H -5.94 9.47 -3.35
H 1.52 -0.44 -4.55
H 1.28 0.16 0.54
H 2.14 2.17 4.58
H -7.92 7.15 -1.26
H -1.15 0.54 0.68
H 1.15 -1.90 4.24
H 3.84 -6.37 -2.28
H 3.81 2.49 4.14
H -3.02 4.79 -2.06
H -2.41 -0.30 2.58
H -8.24 8.89 -1.39
H 5.08 -1.15 4.47
H -0.36 -4.90 0.20
H -0.29 4.76 -0.70
H -0.57 -1.74 -4.84
H 3.04 -2.17 2.69
```

Entry 2:
This record from OMol25 describes a 40-piece molecular cluster, H80O40 overall at a distorted geometry. The level of theory is ωB97M-V/def2-TZVPD.

Computed properties:
total charge = 0
multiplicity = 1
E_tot = -83195.86422 eV
maximum force = 3.78 eV/Å
LUMO energy = -0.476 eV
energy above the lowest of the compared OMol25 structures with the same formula, charge and spin = 960.1 kJ/mol
E_HOMO = -0.389 Ha

```
120
H80O40, DFT ωB97M-V/def2-TZVPD
O 1.90 0.37 2.77
O 2.17 5.45 -2.37
O -4.24 -0.24 1.46
O -5.93 -1.13 -0.28
O 1.98 -5.92 1.24
O 3.52 -1.53 -5.36
O 0.57 -0.22 6.23
O 3.94 3.56 2.44
O 5.23 0.65 -3.27
O 5.46 -0.04 0.46
O -0.03 -2.84 -1.25
O -1.02 1.99 0.66
O 5.45 -2.92 1.08
O -0.97 -1.91 1.51
O 2.86 -2.28 -0.44
O -3.47 -0.89 -5.05
O 0.83 0.49 0.07
O 1.61 3.01 -3.38
O -2.36 -2.32 4.20
O -4.49 2.64 0.00
O -0.68 -0.29 3.73
O 4.16 0.48 4.83
O 3.83 2.03 -0.87
O -0.62 -4.89 0.97
O -1.29 1.39 -4.16
O 1.64 0.70 -4.21
O -0.14 -3.60 4.97
O 2.51 -4.09 -3.12
O -0.23 2.30 -1.61
O -3.59 1.97 3.32
O -3.46 -2.21 -2.53
O 1.47 2.89 0.74
O -2.01 4.57 2.38
O -2.67 2.69 -1.63
O 1.17 4.94 2.35
O -6.34 1.40 2.44
O -3.19 0.31 -1.38
O 0.09 -3.43 -4.86
O -3.52 -2.89 0.15
O -0.47 -0.46 -2.26
H 2.55 -5.45 1.85
H -0.40 2.40 -0.50
H 3.03 -0.84 -4.89
H 1.75 2.30 1.45
H -2.29 3.03 -0.82
H 4.20 3.69 3.36
H -3.43 3.27 -1.72
H -1.74 -1.77 3.71
H -0.20 2.23 1.19
H 2.02 -2.68 -0.66
H 6.08 0.31 -2.96
H -4.07 1.84 -0.33
H 4.50 4.00 1.80
H 5.32 -3.75 1.54
H -0.98 -2.91 -1.07
H 0.13 0.28 -0.60
H 2.10 5.11 2.49
H 4.38 -1.48 -4.93
H 0.69 2.78 -3.12
H 1.56 0.92 -0.38
H 1.12 3.75 0.73
H 0.96 -0.82 5.59
H 3.13 2.03 -1.56
H 2.87 0.39 2.77
H 1.52 -5.27 0.71
H -2.77 2.45 3.14
H 4.69 -2.70 0.54
H -5.80 1.46 1.66
H -2.09 1.92 -4.31
H -0.19 -0.58 6.70
H 0.83 1.18 -4.08
H -0.35 -2.56 -4.79
H -2.39 0.78 -1.59
H -1.32 1.09 0.79
H -3.60 -1.84 -5.05
H -3.89 -3.79 0.12
H 1.62 0.55 3.67
H 2.64 -1.38 -0.18
H 1.80 -3.68 -3.64
H -3.34 -0.69 -4.10
H -1.04 -3.55 5.30
H -0.52 -2.68 1.22
H 0.10 -1.98 -1.70
H -5.61 1.49 3.09
H -2.70 -3.04 0.63
H -5.54 -1.99 -0.30
H -0.29 -4.69 0.10
H -0.13 3.18 -1.97
H -2.62 4.90 3.04
H 2.53 0.96 -3.99
H -0.82 0.43 -2.53
H 3.63 0.17 4.11
H -3.66 -0.04 0.73
H -0.63 -0.39 4.67
H 2.83 -4.87 -3.58
H -0.66 -5.85 1.11
H 0.90 4.97 3.27
H -4.12 -1.21 1.47
H 2.99 4.94 -2.24
H -1.31 0.17 3.23
H -2.28 4.90 1.52
H -4.37 -2.31 -2.25
H -4.14 2.74 0.90
H -5.87 -0.55 0.50
H -1.59 0.70 -4.78
H -3.41 1.06 3.56
H -0.17 -3.57 4.01
H -3.94 0.51 -1.93
H -0.46 -1.10 1.52
H 5.73 -0.96 0.58
H 4.82 -0.13 -3.62
H 5.70 0.20 -0.44
H -2.82 -2.69 3.43
H 1.77 4.66 -2.81
H 5.09 0.36 4.62
H 1.59 2.93 -4.34
H 3.29 2.65 -0.33
H 0.19 -3.54 -3.90
H 0.39 -0.31 -2.69
H -3.23 -1.73 -1.72
```

Entry 3:
This record from OMol25 describes a 10-piece molecular cluster, C18H60N4O10 overall at a distorted geometry. The level of theory is ωB97M-V/def2-TZVPD.

Computed properties:
total charge = 0
multiplicity = 1
E_tot = -46070.60163 eV
maximum force = 2.23 eV/Å
LUMO energy = -0.028 eV
energy above the lowest of the compared OMol25 structures with the same formula, charge and spin = 152.2 kJ/mol
E_HOMO = -0.326 Ha
SMILES = COC[C@H](C)N.COC[C@H](C)N.COC[C@H](C)N.COC[C@H](C)N.CCO.O.O.O.O.O

```
92
C18H60N4O10, DFT ωB97M-V/def2-TZVPD
O 1.08 -6.16 -0.75
O 5.30 -1.62 0.63
O -2.73 3.85 -2.19
O -2.98 -3.27 -0.35
O 1.73 -1.63 4.97
O -3.04 3.59 4.83
O -0.13 -2.81 0.59
O 1.31 -7.22 2.25
O 1.30 1.16 4.40
O 0.62 -2.17 -3.71
N -3.98 1.32 -1.12
N -1.42 -0.64 -2.70
N 0.30 0.77 1.74
N 6.49 1.84 -0.01
C -3.87 3.80 -1.39
C -1.68 -0.57 2.17
C -0.16 -0.62 1.88
C -2.95 4.24 -3.56
C -0.71 1.24 -3.94
C 0.20 -1.42 0.65
C 5.81 0.78 0.74
C 0.50 -3.54 1.62
C -0.81 -0.27 -3.99
C 4.28 -2.05 -0.29
C 1.85 -2.84 -3.71
C 4.29 1.05 0.76
C -3.39 3.21 3.49
C -4.75 2.52 -1.47
C 0.62 -0.81 -4.08
C 6.11 -0.58 0.10
C -2.62 4.09 2.51
C -5.95 2.64 -0.55
H -6.37 1.64 -0.45
H 0.84 -8.00 1.94
H -0.33 1.67 -3.01
H 1.76 -3.84 -3.31
H 3.93 0.96 -0.27
H 2.52 -2.35 -2.99
H -3.32 3.43 -4.18
H 0.11 1.27 2.59
H -2.25 0.10 1.51
H 1.31 -6.10 -1.68
H 1.59 -0.69 4.77
H -3.81 4.91 -3.49
H -1.08 -0.04 -1.97
H -1.67 1.74 -4.07
H 0.24 -5.69 -0.68
H -1.66 4.31 2.98
H -1.91 -0.11 3.13
H 3.86 -2.89 0.28
H -2.97 2.20 3.42
H -2.32 -2.59 -0.19
H -4.46 3.19 3.29
H -5.64 2.94 0.46
H 1.28 -1.40 0.41
H -0.30 -1.01 -0.22
H 7.14 -0.88 0.33
H -3.49 3.77 -0.37
H -3.20 5.02 2.50
H -2.87 -3.89 0.38
H 2.62 -1.82 4.64
H 1.31 0.77 1.67
H -3.06 1.51 -1.53
H 0.21 -3.14 2.59
H -0.02 1.64 -4.69
H 6.22 0.89 1.75
H 3.67 0.36 1.34
H 1.27 -0.23 -3.41
H 0.20 -4.60 1.63
H -3.01 2.80 5.37
H 0.62 1.78 4.68
H 4.66 -2.38 -1.26
H 1.51 -6.73 1.44
H -4.97 2.41 -2.53
H 7.44 1.88 0.31
H 3.47 -1.33 -0.37
H 2.35 -2.90 -4.68
H -2.49 3.69 1.51
H -4.52 4.68 -1.40
H 0.34 -1.01 2.77
H -2.07 4.75 -3.93
H 1.56 -3.76 1.42
H 4.19 2.07 1.14
H -1.38 -0.57 -4.86
H 6.47 1.63 -1.00
H -6.62 3.40 -0.95
H 6.16 -0.42 -0.98
H -3.66 1.24 -0.15
H 1.01 -0.70 -5.10
H -1.99 -1.61 2.14
H 2.07 1.71 4.21
H -1.09 -1.56 -2.40
```

Entry 4:
This record from OMol25 describes C10H6BF4NO2ReSbSe4 as an isolated structure. The level of theory is ωB97M-V/def2-TZVPD.

Computed properties:
total charge = +2
multiplicity = 1
E_tot = -297640.46079 eV
maximum force = 0.42 eV/Å
LUMO energy = -9.208 eV
energy above the lowest of the compared OMol25 structures with the same formula, charge and spin = 19.9 kJ/mol
E_HOMO = -0.547 Ha

```
30
C10H6BF4NO2ReSbSe4, DFT ωB97M-V/def2-TZVPD
Re -0.18 1.72 0.49
Sb 0.95 6.80 -0.27
Se 0.30 7.25 1.85
Se 1.81 6.62 -2.35
Se 1.68 1.97 1.59
Se -0.70 3.71 -0.42
F 1.94 2.97 -2.34
F 2.16 0.98 -3.44
F 3.12 1.28 -1.38
F 0.34 0.96 -1.16
O -3.39 0.89 2.73
O -1.58 1.79 1.75
N -0.81 -0.36 0.74
C -0.90 -2.72 0.26
C 1.71 -2.63 -0.68
C -0.19 -1.48 0.24
C 1.15 -1.48 -0.22
C -0.29 -3.89 -0.26
C -1.98 -0.49 1.37
C 0.99 -3.84 -0.73
C -2.70 -1.66 1.46
C -2.17 -2.78 0.85
C -2.44 0.76 2.04
B 2.40 1.73 -2.40
H 2.74 -2.62 -1.01
H -3.64 -1.66 1.99
H -0.85 -4.81 -0.25
H 1.74 -0.57 -0.19
H 1.46 -4.74 -1.11
H -2.71 -3.72 0.86
```

Entry 5:
This record from OMol25 describes one molecule with the formula C6H7NO at a distorted geometry. The level of theory is ωB97M-V/def2-TZVPD.

Computed properties:
total charge = 0
multiplicity = 1
E_tot = -9870.01548 eV
maximum force = 5.29 eV/Å
LUMO energy = 0.901 eV
energy above the lowest of the compared OMol25 structures with the same formula, charge and spin = 254.9 kJ/mol
E_HOMO = -0.332 Ha
SMILES = C[C@@]12C=C[C@@H]1C(=O)N2

```
15
C6H7NO, DFT ωB97M-V/def2-TZVPD
O -0.50 -2.96 -0.04
N 0.78 -1.13 -0.54
C 0.16 1.18 -1.37
C -0.25 -1.78 0.05
C 0.32 0.23 -0.19
C 0.63 0.71 1.25
C -0.96 -0.41 0.43
C -0.46 0.09 1.79
H 1.54 -1.30 -1.05
H 1.40 1.37 1.78
H 0.60 0.86 -2.43
H 0.52 2.10 -1.07
H -1.96 -0.39 0.18
H -0.89 0.09 2.76
H -0.92 1.34 -1.56
```

Entry 6:
This record from OMol25 describes C43H35ClMnN3O8P2S as an isolated structure at a distorted geometry. The level of theory is ωB97M-V/def2-TZVPD.

Computed properties:
total charge = +1
multiplicity = 2
E_tot = -139258.94689 eV
maximum force = 2.62 eV/Å
LUMO energy (alpha / beta) = -3.871 / -3.881 eV
energy above the lowest of the compared OMol25 structures with the same formula, charge and spin = 226.6 kJ/mol
E_HOMO (alpha / beta) = -0.407 / -0.406 Ha

```
94
C43H35ClMnN3O8P2S, DFT ωB97M-V/def2-TZVPD
Mn 0.51 1.33 -0.92
Cl 5.10 1.40 -4.63
S -0.93 2.06 -2.64
P -2.15 0.28 -0.80
P 1.11 0.23 1.08
O 4.85 4.96 -1.78
O -1.82 1.90 -1.22
O -0.36 0.66 -2.63
O 5.69 4.05 -3.60
O 0.15 2.95 -2.23
O 2.95 4.23 0.03
O 1.40 2.65 0.11
O -1.79 2.41 -3.70
N -0.89 -1.76 1.05
N 3.24 0.73 -2.82
N 2.53 1.25 -1.79
C 4.26 -1.38 -3.60
C -3.35 0.63 0.49
C 3.55 -0.73 0.24
C 3.03 2.46 -1.58
C 2.89 -0.10 1.30
C 1.96 -1.37 -2.93
C 4.89 -1.08 0.36
C 2.44 3.21 -0.41
C 0.53 -1.50 1.33
C -3.14 1.70 1.38
C -4.06 1.95 2.39
C -5.03 0.11 -3.64
C -5.41 0.11 1.62
C -1.44 -2.20 3.42
C 4.17 -2.74 -3.86
C 4.05 2.78 -2.49
C -0.63 0.87 3.16
C -3.50 -3.30 4.04
C 1.30 2.29 2.99
C -3.16 -0.32 -2.18
C 0.57 1.19 2.53
C -2.29 -2.71 4.39
C 5.58 -0.81 1.53
C 1.88 -2.73 -3.19
C -5.18 1.15 2.52
C 4.93 3.99 -2.67
C -3.59 -1.77 -4.05
C -4.50 -0.16 0.61
C 2.98 -3.42 -3.66
C -2.97 -2.90 1.72
C -1.33 -1.51 -0.22
C 3.15 -0.68 -3.15
C 0.86 3.00 4.10
C -3.82 -3.40 2.69
C -4.26 0.46 -2.54
C 3.57 0.13 2.49
C 4.91 -0.22 2.60
C 4.14 1.65 -3.26
C -1.78 -2.27 2.07
C -0.31 2.64 4.75
C -4.69 -1.00 -4.39
C -1.07 1.58 4.28
C -2.82 -1.43 -2.95
H -3.25 -3.05 0.68
H -5.29 -1.27 -5.26
H -0.51 -1.75 3.75
H 3.07 0.57 3.34
H -4.16 -3.70 4.80
H -3.89 2.78 3.07
H 1.14 -2.06 0.61
H -4.69 -0.96 -0.09
H -2.27 2.34 1.26
H 5.21 -0.88 -3.74
H -0.55 -1.64 -0.97
H -3.32 -2.64 -4.64
H 2.92 -4.49 -3.86
H -4.74 -3.89 2.39
H 4.18 4.76 -1.06
H 1.44 3.85 4.45
H 1.10 -0.83 -2.59
H -2.00 -2.65 5.43
H -1.25 0.06 2.78
H 5.44 -0.02 3.53
H -6.31 -0.50 1.71
H -1.94 -2.02 -2.72
H -2.25 -2.02 -0.48
H 3.02 -0.96 -0.67
H -5.90 1.34 3.31
H -5.89 0.72 -3.91
H 0.80 -1.86 2.31
H 0.94 -3.25 -3.02
H -2.00 1.30 4.76
H 5.39 -1.57 -0.47
H -4.52 1.33 -1.95
H -0.64 3.19 5.63
H 5.04 -3.27 -4.22
H 2.19 2.61 2.48
H 6.63 -1.07 1.63
```

Entry 7:
This record from OMol25 describes one molecule with the formula C7H13N at a distorted geometry. The level of theory is ωB97M-V/def2-TZVPD.

Computed properties:
total charge = 0
multiplicity = 1
E_tot = -8959.17485 eV
maximum force = 1.59 eV/Å
LUMO energy = 1.024 eV
energy above the lowest of the compared OMol25 structures with the same formula, charge and spin = 73.1 kJ/mol
E_HOMO = -0.294 Ha
SMILES = C=C(/C=C(/C)N)CC

```
21
C7H13N, DFT ωB97M-V/def2-TZVPD
N 1.63 -0.70 1.18
C 1.67 -0.35 -0.16
C 2.97 -0.61 -0.87
C -0.79 1.82 0.23
C -2.99 -0.17 0.52
C -1.68 -0.52 -0.18
C -0.64 0.57 -0.24
C 0.63 0.19 -0.83
H -3.51 0.64 0.00
H -1.26 -1.40 0.33
H -2.82 0.13 1.56
H -3.66 -1.04 0.53
H -1.92 -0.84 -1.21
H -1.71 2.17 0.69
H 0.73 0.41 -1.89
H 0.02 2.55 0.16
H 3.18 -1.68 -0.92
H 0.85 -0.27 1.68
H 2.98 -0.21 -1.89
H 2.52 -0.58 1.66
H 3.80 -0.12 -0.33
```